Run P
Formula: C4H5N4S
Source: the Open Molecules 2025 dataset
Level of theory: the ωB97M-V functional and the def2-TZVPD basis

Element x y z (Å)
C (1.76219, -0.16411, 0.01064)
C (1.12194, 1.79334, -0.34225)
C (-0.69207, 3.72338, -0.85442)
C (-0.29640, -1.39956, 0.18373)
N (2.20675, 1.09793, -0.16926)
N (-1.50705, 3.12178, -0.21963)
N (0.00684, 1.00758, -0.27526)
N (0.46125, -0.21308, -0.03260)
S (1.09746, 3.47262, -0.84845)
H (2.36192, -0.93728, 0.49478)
H (-1.07134, 4.64163, -1.45885)
H (0.37309, -2.22719, -0.09863)
H (-0.58624, -1.64183, 1.28323)
H (-1.08258, -1.27393, -0.52935)

Output
E_HOMO (spin up / spin down) in eV: -14.189 / -14.581
Net charge: +1
Kohn-Sham gap (spin up / spin down) in eV: 5.44 / 7.79


Run Q
Formula: C4H5N4S
Source: the Open Molecules 2025 dataset
Level of theory: the ωB97M-V functional and the def2-TZVPD basis

Element x y z (Å)
C (1.71303, 0.03212, 0.27245)
C (-0.77333, -1.25158, -0.33793)
C (-2.52737, 0.12561, 0.32394)
C (2.06887, 1.40663, 0.25313)
N (1.82515, -1.14897, 0.10765)
N (-0.00275, -2.15359, -0.20042)
N (1.26325, -2.28686, 0.00734)
N (-1.75537, -0.48214, -0.62517)
S (-3.53335, 1.29250, -0.14941)
H (-2.72884, -0.33093, 1.30722)
H (2.08146, 1.58744, -0.71927)
H (3.04585, 1.54435, 0.55341)
H (1.39592, 1.98674, 0.76546)
H (-2.07252, -0.32131, -1.55842)

Output
E_HOMO in eV: -13.477
Net charge: +1
Kohn-Sham gap in eV: 7.83


Relative energies, kJ/mol: run P 0.0; run Q 158.7.


Run P
Formula: C4H8NO3
Source: the Open Molecules 2025 dataset
Level of theory: the ωB97M-V functional and the def2-TZVPD basis

Element x y z (Å)
C (-0.41241, -0.40277, -1.07451)
C (1.00022, 0.11701, -1.02323)
C (1.95128, -0.26613, -0.05143)
O (3.08310, 0.22558, 0.12017)
N (-1.35893, 0.61241, -0.55329)
C (-2.53510, -0.01998, 0.01399)
O (-3.00640, 0.54154, 1.02106)
O (-2.94371, -1.05096, -0.55367)
H (-0.53594, -1.33438, -0.50663)
H (-0.66577, -0.72881, -2.08545)
H (0.99156, 0.60055, 0.14916)
H (1.23972, 0.87596, -1.76183)
H (1.30973, 0.84910, 2.66123)
H (1.66448, -1.24339, 0.37730)
H (1.12043, 0.21971, 3.00310)
H (-0.90228, 1.00455, 0.26402)

Output
E_HOMO in eV: -4.410
Net charge: -1
Kohn-Sham gap in eV: 8.05


Run Q
Formula: C4H8NO3
Source: the Open Molecules 2025 dataset
Level of theory: the ωB97M-V functional and the def2-TZVPD basis

Element x y z (Å)
O (-0.69911, 0.03208, 1.43290)
C (-1.10478, 0.96256, 0.72114)
O (-0.71587, 1.21693, -0.46092)
C (-2.16462, 1.88289, 1.30348)
H (-2.32485, 2.74206, 0.64954)
H (-3.11850, 1.35154, 1.36059)
H (-1.91076, 2.21658, 2.30821)
C (2.10777, -0.89894, -0.09540)
C (1.43743, -1.59875, -1.23978)
N (0.18651, -1.18585, -1.51617)
O (1.99547, -2.52012, -1.83867)
H (1.76996, 0.13122, 0.01787)
H (3.19045, -0.95465, -0.18845)
H (1.82730, -1.38917, 0.84018)
H (-0.17752, -0.31140, -1.05991)
H (-0.29887, -1.67697, -2.23463)

Output
E_HOMO in eV: -4.753
Net charge: -1
Kohn-Sham gap in eV: 8.86


Run R
Formula: C4H8NO3
Source: the Open Molecules 2025 dataset
Level of theory: the ωB97M-V functional and the def2-TZVPD basis

Element x y z (Å)
O (-0.52724, -0.29171, -1.54095)
C (0.70138, -0.08421, -1.80516)
O (1.61369, 0.13191, -0.99402)
C (1.05110, -0.07759, -3.30226)
H (2.10649, -0.31746, -3.43411)
H (0.44274, -0.81166, -3.83073)
H (0.87046, 0.92055, -3.70454)
C (0.17342, -0.32866, 1.96084)
N (-0.83875, -0.04075, 1.10378)
C (-1.90520, 0.78590, 1.66864)
O (0.11564, -0.26666, 3.18665)
H (1.09433, -0.66211, 1.46138)
H (-0.66147, -0.01499, 0.03612)
H (-2.04998, 0.48338, 2.70156)
H (-2.81257, 0.53747, 1.10620)
H (-1.76517, 1.86583, 1.58005)

Output
E_HOMO in eV: -4.887
Net charge: -1
Kohn-Sham gap in eV: 8.92


Run S
Formula: C4H8NO3
Source: the Open Molecules 2025 dataset
Level of theory: the ωB97M-V functional and the def2-TZVPD basis

Element x y z (Å)
C (-0.64942, 2.16830, 0.40359)
C (-0.88039, 1.34624, 1.67512)
O (-1.90658, 1.46088, 2.30415)
N (0.09768, 0.44514, 1.88816)
H (0.04656, -0.37742, 2.48496)
H (0.72801, 0.23290, 1.13523)
H (-0.95576, 3.18948, 0.64237)
H (-1.08709, 1.72445, -0.48300)
H (0.40581, 2.28397, 0.15029)
C (0.92641, -1.54884, -2.87590)
C (0.79422, -1.31988, -1.33906)
O (1.36547, -2.18493, -0.64545)
O (0.19090, -0.28636, -1.00006)
H (1.01620, -2.61330, -3.09977)
H (1.79096, -1.02053, -3.26333)
H (0.07266, -1.17220, -3.45315)

Output
E_HOMO in eV: -4.509
Net charge: -1
Kohn-Sham gap in eV: 8.47


Relative energies, kJ/mol: run P 413.4; run Q 0.0; run R 57.6; run S 46.8.


Run P
Formula: C4H8NO3
Source: the Open Molecules 2025 dataset
Level of theory: the ωB97M-V functional and the def2-TZVPD basis

Element x y z (Å)
C (2.47819, -1.32772, 1.03681)
C (2.28520, 0.02824, 1.71805)
O (1.09712, 0.45825, 1.81025)
O (3.30313, 0.61807, 2.13837)
H (3.19134, -1.20060, 0.21550)
H (1.53167, -1.68170, 0.63244)
H (2.89914, -2.05592, 1.72560)
C (-2.70012, 0.33565, -1.72399)
C (-1.29963, 0.33073, -1.12962)
O (-0.43016, -0.38624, -1.61091)
N (-1.09215, 1.15831, -0.09369)
H (-0.27446, 0.99794, 0.50623)
H (-1.88759, 1.64395, 0.28634)
H (-2.89704, 1.34672, -2.08472)
H (-3.40900, 0.13380, -0.91418)
H (-2.79563, -0.39949, -2.51248)

Output
E_HOMO in eV: -4.003
Net charge: -1
Kohn-Sham gap in eV: 7.38


Run Q
Formula: C4H8NO3
Source: the Open Molecules 2025 dataset
Level of theory: the ωB97M-V functional and the def2-TZVPD basis

Element x y z (Å)
C (-1.75771, 0.09089, -1.33864)
C (-1.11947, 1.45603, -1.31103)
O (-1.44522, 2.34140, -2.10029)
N (-0.19978, 1.60905, -0.34852)
H (0.24976, 2.51404, -0.33305)
H (0.31047, 0.79919, 0.03300)
H (-2.75527, 0.09034, -0.87398)
H (-1.16911, -0.64846, -0.79321)
H (-1.97406, -0.23044, -2.34620)
C (1.01083, -2.52216, 0.60611)
C (1.11946, -1.17081, 1.37152)
O (1.59411, -0.18553, 0.73479)
O (0.68115, -1.18565, 2.53334)
H (0.00830, -2.89841, 0.83377)
H (1.71503, -3.27496, 0.96164)
H (1.09970, -2.30537, -0.45637)

Output
E_HOMO in eV: -4.612
Net charge: -1
Kohn-Sham gap in eV: 8.48


Run R
Formula: C4H8NO3
Source: the Open Molecules 2025 dataset
Level of theory: the ωB97M-V functional and the def2-TZVPD basis

Element x y z (Å)
C (0.18350, -2.14150, 0.22899)
C (0.16968, -1.95417, 1.74220)
O (0.89405, -2.60305, 2.50933)
N (-0.67881, -0.92319, 2.21852)
H (-0.54807, -0.60381, 3.17907)
H (-0.86544, -0.16131, 1.51371)
H (0.72385, -1.27696, -0.27522)
H (-0.84130, -2.08046, -0.15962)
H (0.44883, -3.18133, 0.05099)
C (0.44517, 2.66706, -1.78664)
C (-0.57362, 1.57789, -1.37764)
O (-1.32496, 0.99755, -2.12168)
O (-0.35771, 1.27711, -0.17426)
H (0.41965, 2.87187, -2.79795)
H (1.30675, 1.98326, -1.55937)
H (0.59844, 3.55105, -1.19042)

Output
E_HOMO in eV: -4.301
Net charge: -1
Kohn-Sham gap in eV: 8.17


Run S
Formula: C4H8NO3
Source: the Open Molecules 2025 dataset
Level of theory: the ωB97M-V functional and the def2-TZVPD basis

Element x y z (Å)
C (-0.25068, -2.10916, -1.54396)
N (-0.78274, -0.80436, -1.23527)
C (-0.36115, -0.38147, 0.11377)
C (-1.34582, 0.64661, 0.62458)
O (-0.98941, 1.18715, 1.90066)
C (1.03071, 0.32673, 0.06965)
O (1.52976, 0.49956, 1.21216)
O (1.43643, 0.69781, -1.04737)
H (-0.49560, -2.40335, -2.55895)
H (-0.70128, -2.89875, -0.96032)
H (0.83376, -2.23769, -1.38837)
H (-0.25063, -0.16549, -1.82986)
H (-0.23289, -1.22637, 0.79253)
H (-1.44925, 1.50374, -0.05701)
H (-2.35167, 0.24417, 0.66884)
H (-0.07616, 0.91842, 2.04142)

Output
E_HOMO in eV: -4.288
Net charge: -1
Kohn-Sham gap in eV: 8.33
SMILES: CN[C@H](CO)C(=O)[O-]


Relative energies, kJ/mol: run P 28.1; run Q 0.0; run R 75.2; run S 108.4.


Run P
Formula: C4H8NO3
Source: the Open Molecules 2025 dataset
Level of theory: the ωB97M-V functional and the def2-TZVPD basis

Element x y z (Å)
C (-1.05081, -0.62233, -1.31632)
C (0.32689, -0.60036, -0.66047)
O (1.34265, -0.32922, -1.66580)
C (0.44425, 0.33431, 0.53852)
N (-0.50729, 1.42646, 0.59618)
C (0.44891, -0.43986, 1.92207)
O (0.05687, 0.24835, 2.89556)
O (0.84259, -1.61651, 1.90341)
H (-1.25571, 0.16274, -2.03490)
H (-1.82508, -0.44678, -0.55604)
H (-1.21237, -1.60600, -1.74191)
H (0.55687, -1.60725, -0.32222)
H (1.21221, 0.58766, -1.93614)
H (1.48196, 0.66904, 0.53860)
H (-0.15486, 2.30835, 0.24834)
H (-0.70707, 1.53140, 1.59110)

Output
E_HOMO in eV: -4.347
Net charge: -1
Kohn-Sham gap in eV: 8.13
SMILES: C[C@@H](O)[C@@H](N)C(=O)[O-]


Run Q
Formula: C4H8NO3
Source: the Open Molecules 2025 dataset
Level of theory: the ωB97M-V functional and the def2-TZVPD basis

Element x y z (Å)
C (-0.25139, -2.33523, 1.34329)
C (1.30091, -2.11461, 1.43991)
O (1.98817, -3.14780, 1.55633)
O (1.66687, -0.91567, 1.35173)
H (-0.68388, -2.38684, 2.32433)
H (-0.38744, -3.30993, 0.87275)
H (-0.65074, -1.60327, 0.64782)
C (0.21641, 2.71696, -1.16602)
C (-0.90636, 1.69897, -1.20675)
O (-2.07096, 2.05847, -1.31563)
N (-0.56587, 0.40318, -1.01251)
H (-0.13635, 3.57913, -0.61244)
H (0.35466, 3.05565, -2.18667)
H (-1.32034, -0.18239, -0.69172)
H (0.33057, 0.19983, -0.58544)
H (1.11571, 2.28357, -0.75900)

Output
E_HOMO in eV: -4.288
Net charge: -1
Kohn-Sham gap in eV: 7.83


Run R
Formula: C4H8NO3
Source: the Open Molecules 2025 dataset
Level of theory: the ωB97M-V functional and the def2-TZVPD basis

Element x y z (Å)
C (-1.60604, -0.00061, -1.21305)
C (-0.72283, -0.92407, -2.05042)
O (-0.98621, -1.05369, -3.23469)
N (0.13941, -1.75216, -1.31978)
H (0.90121, -2.05439, -1.77696)
H (0.56817, -1.56800, -0.42094)
H (-2.28169, -0.41089, -0.47744)
H (-2.27352, 0.57764, -1.64612)
H (-0.96354, 0.74712, -0.65431)
C (0.76305, 1.43832, 2.19787)
C (1.41527, 0.23970, 1.39290)
O (0.54440, -0.43308, 0.79967)
O (2.61412, 0.00388, 1.58082)
H (1.48600, 2.17156, 2.66612)
H (0.07526, 0.98159, 2.87059)
H (0.32695, 2.03708, 1.28575)

Output
E_HOMO in eV: -4.543
Net charge: -1
Kohn-Sham gap in eV: 8.47


Relative energies, kJ/mol: run P 75.5; run Q 0.0; run R 108.5.


Run P
Formula: C4H10NO2
Source: the Open Molecules 2025 dataset
Level of theory: the ωB97M-V functional and the def2-TZVPD basis

Element x y z (Å)
C (2.05452, 0.06301, -0.06722)
C (0.85623, 0.39183, -1.05369)
C (-0.31937, -0.55986, -1.19045)
C (-1.33867, -0.10628, -0.16653)
O (-2.29300, 0.60158, -0.33134)
O (-1.27135, -0.54087, 1.09171)
N (1.58451, -0.16620, 1.35343)
H (2.75387, -0.66498, -0.51684)
H (2.59969, 0.99741, -0.00771)
H (1.19762, 0.98011, -1.88314)
H (0.41007, 1.34051, -0.34181)
H (-0.10220, -1.55020, -0.78414)
H (-0.75143, -0.72800, -2.20454)
H (0.56156, 2.35452, -0.08884)
H (2.04351, -0.85052, 1.92933)
H (1.61454, 0.68322, 1.83279)
H (-0.42032, -0.61662, 1.37521)

Output
E_HOMO in eV: -14.597
Net charge: +1
Kohn-Sham gap in eV: 6.22


Run Q
Formula: C4H10NO2
Source: the Open Molecules 2025 dataset
Level of theory: the ωB97M-V functional and the def2-TZVPD basis

Element x y z (Å)
N (0.88354, -1.41214, 0.13338)
C (0.62385, 0.07425, 0.44600)
C (1.97441, 0.77721, 0.55361)
O (2.58741, 0.96667, -0.46232)
C (-0.26601, 0.65537, -0.62906)
C (-1.69890, 0.10819, -0.57142)
O (-2.09807, 0.15343, 0.81159)
H (0.45184, -1.66629, -0.76013)
H (0.48543, -2.02579, 0.84498)
H (1.86892, -1.65868, 0.00697)
H (0.04953, 0.04417, 1.37091)
H (2.34272, 1.25281, 1.47570)
H (-0.36835, 1.73162, -0.45914)
H (0.20136, 0.59802, -1.61400)
H (-2.32395, 0.76027, -1.16572)
H (-1.75675, -0.94170, -0.84316)
H (-2.95699, 0.58262, 0.86182)

Output
E_HOMO in eV: -14.730
Net charge: +1
Kohn-Sham gap in eV: 10.65
SMILES: [NH3+][C@@H](C=O)CCO


Relative energies, kJ/mol: run P 456.4; run Q 0.0.


Run P
Formula: CH2I3P
Source: the Open Molecules 2025 dataset
Level of theory: the ωB97M-V functional and the def2-TZVPD basis

Element x y z (Å)
C (0.19056, 0.64195, -0.56175)
P (-0.29899, -0.60047, 1.07546)
I (2.33522, 0.75461, -0.72775)
I (-0.79049, 2.36051, 0.41928)
I (0.30614, -2.93058, 0.77745)
H (-1.70068, -0.96007, 0.88578)
H (-0.04174, 0.73406, -1.86848)

Output
E_HOMO in eV: -9.237
Kohn-Sham gap in eV: 8.41


Run Q
Formula: CH2I3P
Source: the Open Molecules 2025 dataset
Level of theory: the ωB97M-V functional and the def2-TZVPD basis

Element x y z (Å)
C (-0.68904, -0.16357, 0.29975)
P (0.25883, 0.03029, -1.27172)
I (0.36954, 0.78195, 2.02524)
I (-2.71564, 0.66277, 0.11632)
I (-0.87386, -2.28568, 0.70898)
H (1.38808, -0.59907, -0.71325)
H (2.26210, 1.57332, -1.16532)

Output
E_HOMO (spin up / spin down) in eV: -9.447 / -8.797
Kohn-Sham gap (spin up / spin down) in eV: 7.77 / 7.50


Relative energies, kJ/mol: run P 0.0; run Q 269.9.